{"formula": "C8H7NOS2", "method": "wB97M-V/def2-TZVPD", "homo_lumo_gap_ev": [6.68, 6.43], "spin_multiplicity": 1, "total_charge": 0, "max_force_ev_per_a": 1.537, "e_homo_ev": [-8.5, -8.4], "species": ["C", "C", "C", "C", "C", "C", "C", "C", "N", "O", "S", "S", "H", "H", "H", "H", "H", "H", "H"], "xyz": [[-1.17141, 1.58737, -1.83424], [-1.39109, 2.38858, -0.72161], [-0.32849, 0.49115, -1.74683], [-0.78048, 2.08817, 0.47727], [0.31943, 0.18585, -0.56005], [0.08653, 0.99458, 0.56673], [0.53718, -2.10094, 0.36471], [1.22366, -1.00290, -0.44470], [0.85612, -2.05474, 1.67782], [-0.13349, -2.97214, -0.14773], [0.87745, 0.65303, 2.06086], [0.04136, -2.82541, 2.82546], [-1.65995, 1.81457, -2.76992], [-2.04291, 3.24621, -0.79367], [-0.16865, -0.13629, -2.61284], [-0.94875, 2.69984, 1.35132], [1.43838, -1.40527, -1.43389], [2.14623, -0.72802, 0.07178], [1.09887, -2.92366, 3.66954]], "atomic_forces_ev_per_a": [[0.0, 0.0, 0.0], [0.0, 0.1, -0.1], [0.0, 0.0, 0.0], [-0.1, 0.0, 0.0], [0.1, 0.2, -0.1], [0.0, 0.0, 0.1], [-0.1, 0.0, -1.1], [-0.1, -0.2, -0.1], [0.7, 0.4, 1.3], [-0.2, -0.1, 0.0], [0.2, -0.2, 0.0], [0.0, -0.2, 0.1], [0.0, 0.0, -0.1], [-0.1, 0.1, 0.0], [0.0, 0.0, 0.0], [0.0, 0.0, 0.1], [0.0, 0.0, 0.1], [0.0, 0.0, -0.1], [-0.3, 0.0, -0.1]], "nbo_charge": [-0.20, -0.22, -0.15, -0.19, -0.02, -0.24, 0.63, -0.52, -0.65, -0.55, 0.16, 0.48, 0.22, 0.22, 0.21, 0.22, 0.24, 0.25, 0.11]}

***

{"formula": "C8H8Br2F2O", "method": "wB97M-V/def2-TZVPD", "smiles": "CO\\C(Br)=C/C(F)=C(F)\\C=C(/C)Br", "homo_lumo_gap_ev": 8.53, "spin_multiplicity": 1, "total_charge": 0, "max_force_ev_per_a": 4.347, "e_homo_ev": -8.9, "species": ["C", "C", "C", "C", "C", "C", "C", "C", "O", "F", "F", "Br", "Br", "H", "H", "H", "H", "H", "H", "H", "H"], "xyz": [[1.81377, 0.07970, 1.22481], [0.25575, 1.22566, -1.18347], [2.18384, 1.12693, 0.44244], [1.50881, 1.50315, -0.78154], [0.62980, -0.72299, 1.03318], [-0.60471, 0.26773, -0.38301], [-0.30384, -1.06963, 2.11461], [-2.09076, -0.71596, -2.04842], [-1.23091, -0.81184, -0.84314], [3.20401, 1.88689, 0.80714], [2.07224, 2.55679, -1.47646], [1.13181, -2.30978, 0.06432], [-1.93238, 1.28263, 0.77165], [2.40014, -0.09597, 2.08755], [-0.29946, 1.62560, -1.94075], [-1.28703, -1.26638, 1.71010], [-0.35413, -0.22090, 2.81535], [-0.09968, -2.00690, 2.71385], [-3.04141, -1.20755, -1.87343], [-1.53882, -1.35641, -2.78498], [-2.41704, 0.22923, -2.46980]], "atomic_forces_ev_per_a": [[0.3, 2.2, -0.8], [0.4, -2.9, 3.1], [-0.9, -2.1, 1.0], [-1.6, 2.4, -1.5], [-2.0, 0.8, -3.5], [2.4, -1.3, 3.4], [-0.1, -0.5, 2.0], [0.9, -1.8, -0.4], [-1.1, 0.8, -1.7], [0.5, 0.2, -0.2], [0.3, -1.2, 0.7], [0.2, -0.5, -0.3], [0.4, 0.3, -0.6], [0.6, -0.1, 0.9], [-0.5, 1.6, -2.2], [-0.3, 0.2, -0.2], [-0.2, -0.3, -0.2], [0.5, 1.0, -0.7], [0.1, -0.3, 0.7], [-0.6, 0.9, 0.3], [0.9, 0.7, 0.4]], "nbo_charge": [-0.31, -0.34, 0.36, 0.38, -0.02, 0.34, -0.69, -0.28, -0.56, -0.29, -0.32, 0.04, -0.09, 0.23, 0.23, 0.25, 0.23, 0.24, 0.20, 0.20, 0.20]}

***

{"formula": "C8H8Cl3HgN6Si", "method": "wB97M-V/def2-TZVPD", "homo_lumo_gap_ev": [7.33, 6.97], "spin_multiplicity": 2, "total_charge": 0, "max_force_ev_per_a": 0.703, "e_homo_ev": [-7.3, -8.7], "species": ["Hg", "N", "C", "N", "C", "N", "N", "C", "N", "C", "C", "C", "C", "C", "N", "H", "H", "H", "H", "H", "H", "H", "H", "Cl", "Si", "Cl", "Cl"], "xyz": [[0.70275, 0.54829, -0.78145], [-1.66304, -2.10996, -2.02790], [-1.80545, -2.39908, -0.72319], [-2.61933, -3.40532, -0.40573], [-2.71716, -3.64509, 0.90045], [-3.51662, -4.65809, 1.28132], [-2.06917, -2.97177, 1.86159], [-1.30160, -1.98126, 1.42991], [-1.12774, -1.64744, 0.15842], [-0.59767, -1.17909, 2.46687], [-0.72290, -1.50677, 3.81316], [-0.06756, -0.72783, 4.75169], [0.68339, 0.35357, 4.32119], [0.74911, 0.60363, 2.95846], [0.13071, -0.14190, 2.05264], [-2.12997, -2.68683, -2.70181], [-1.06311, -1.35373, -2.30209], [-4.07844, -5.11107, 0.58512], [-3.68233, -4.82251, 2.25620], [-1.32711, -2.35207, 4.10471], [-0.14040, -0.95916, 5.80616], [1.20548, 0.99190, 5.02037], [1.31922, 1.44346, 2.57495], [-2.89185, 2.22257, -1.66564], [-1.92883, 1.68803, 0.07704], [-1.55792, 3.40315, 1.15318], [-3.34478, 0.68198, 1.18439]], "atomic_forces_ev_per_a": [[-0.6, 0.2, 0.2], [0.0, 0.0, 0.1], [-0.1, -0.1, 0.2], [-0.1, -0.1, -0.1], [0.2, 0.1, -0.2], [0.0, -0.1, 0.0], [0.0, 0.0, 0.3], [-0.3, -0.3, -0.4], [0.2, 0.1, 0.0], [0.1, 0.1, 0.3], [0.0, 0.0, 0.0], [0.1, 0.1, 0.0], [0.0, 0.0, 0.0], [0.0, 0.0, 0.1], [0.0, 0.0, -0.1], [0.0, 0.1, -0.1], [0.0, 0.0, -0.1], [0.0, 0.0, 0.0], [0.0, 0.1, 0.0], [0.0, 0.0, -0.1], [0.0, 0.0, 0.0], [0.0, 0.0, 0.0], [0.0, 0.0, 0.0], [-0.1, 0.1, -0.1], [0.6, -0.3, -0.2], [0.1, 0.2, 0.1], [-0.1, -0.2, 0.1]], "nbo_charge": [0.24, -0.77, 0.60, -0.59, 0.60, -0.77, -0.57, 0.46, -0.59, 0.13, -0.20, -0.17, -0.24, 0.04, -0.44, 0.41, 0.41, 0.41, 0.41, 0.24, 0.22, 0.22, 0.20, -0.40, 0.95, -0.40, -0.40]}

***

{"formula": "C8H8Cl3N", "method": "wB97M-V/def2-TZVPD", "homo_lumo_gap_ev": [7.80, 6.65], "spin_multiplicity": 1, "total_charge": 0, "max_force_ev_per_a": 2.614, "e_homo_ev": [-8.9, -8.1], "species": ["C", "C", "C", "C", "C", "C", "C", "C", "N", "Cl", "Cl", "Cl", "H", "H", "H", "H", "H", "H", "H", "H"], "xyz": [[0.17883, 1.90713, -1.19903], [-0.50127, -1.32265, -1.12689], [-1.39049, -1.97676, -1.96337], [-0.78395, -0.78488, 0.12947], [-0.21011, 1.66792, 0.12153], [0.22780, 0.29217, 0.68399], [0.09045, 0.40374, 2.20113], [1.70622, 0.10525, 0.31075], [0.74686, 2.11529, -2.18453], [-0.74299, -2.58375, -3.46742], [-2.94613, -2.40894, -1.61859], [-1.50927, 2.63755, 0.70443], [0.48846, -0.95092, -1.43704], [-1.78114, -0.69327, 0.56123], [0.81809, 1.25406, 2.52507], [0.32406, -0.56315, 2.78244], [-1.02743, 0.65856, 2.35396], [1.89214, -0.98535, 0.59981], [2.28945, 0.97220, 0.73550], [2.13043, 0.25580, -0.71240]], "atomic_forces_ev_per_a": [[0.6, 0.5, 0.1], [-0.4, 1.2, 1.0], [2.5, 0.0, -0.7], [0.9, 1.8, -0.5], [-0.7, -1.1, -0.5], [-0.8, 0.3, -0.1], [-0.2, 0.2, 1.1], [0.9, -0.6, -0.2], [-0.3, 0.0, -0.4], [-0.3, 0.2, 0.3], [-1.2, -0.2, 0.5], [0.3, -0.3, 0.0], [-0.5, -1.0, -0.7], [0.2, -0.5, -0.1], [-1.6, -1.4, -0.1], [-0.2, 1.5, -1.1], [2.0, -0.2, 0.4], [0.7, 1.7, 0.1], [-0.4, -1.4, 0.8], [-1.4, -0.6, 0.1]], "nbo_charge": [0.18, -0.32, -0.09, -0.12, -0.06, -0.14, -0.61, -0.66, -0.27, 0.03, 0.11, 0.08, 0.25, 0.21, 0.22, 0.23, 0.22, 0.24, 0.24, 0.24]}

***

{"formula": "C8H8ClN2S", "method": "wB97M-V/def2-TZVPD", "smiles": "CN1C(Cl)=S(#[NH+])c2ccccc21", "homo_lumo_gap_ev": 8.59, "spin_multiplicity": 1, "total_charge": 1, "max_force_ev_per_a": 1.692, "e_homo_ev": -13.3, "species": ["C", "C", "C", "C", "C", "C", "C", "C", "N", "N", "S", "Cl", "H", "H", "H", "H", "H", "H", "H", "H"], "xyz": [[1.22505, 1.10057, 1.86348], [0.74625, 0.02720, 2.59832], [0.90756, 1.24533, 0.52112], [-0.08260, -0.90821, 1.99664], [0.08739, 0.30676, -0.08992], [-0.40674, -0.76501, 0.66058], [-0.93922, -0.64589, -1.91919], [0.08893, 1.54325, -2.21804], [-0.28352, 0.37015, -1.45484], [-0.95143, -3.23186, 0.33553], [-1.52242, -1.88878, -0.16606], [-1.64082, -0.72282, -3.42100], [1.85870, 1.83929, 2.32865], [1.00996, -0.07201, 3.63955], [1.30231, 2.08385, -0.02510], [-0.48090, -1.74428, 2.54904], [-0.34334, 2.43070, -1.75768], [1.17526, 1.63746, -2.24586], [-0.28491, 1.44720, -3.23500], [-1.46549, -4.05289, 0.03978]], "atomic_forces_ev_per_a": [[0.0, -0.1, 0.0], [0.0, 0.1, -0.1], [-0.2, -0.1, -0.3], [-0.1, -0.1, -0.1], [0.2, -0.2, 1.2], [-0.3, 0.3, -0.5], [0.0, -0.7, 1.5], [0.1, 0.7, -0.6], [-0.3, -0.4, -0.8], [0.6, 0.7, -0.5], [0.3, 0.1, 0.2], [0.1, 0.1, -0.2], [0.1, 0.0, 0.1], [0.0, 0.0, 0.1], [0.1, 0.1, -0.1], [0.0, -0.1, 0.1], [0.0, 0.0, 0.0], [-0.1, -0.1, 0.0], [0.0, 0.0, 0.1], [-0.5, 0.0, -0.1]], "nbo_charge": [-0.15, -0.18, -0.24, -0.14, 0.20, -0.29, 0.11, -0.44, -0.35, -0.90, 1.10, 0.18, 0.24, 0.25, 0.24, 0.25, 0.24, 0.24, 0.25, 0.40]}

***

{"formula": "C8H8ClOP", "method": "wB97M-V/def2-TZVPD", "homo_lumo_gap_ev": [6.75, 6.75], "spin_multiplicity": 1, "total_charge": 0, "max_force_ev_per_a": 4.066, "e_homo_ev": [-7.8, -7.8], "species": ["C", "C", "C", "C", "C", "C", "C", "C", "O", "P", "Cl", "H", "H", "H", "H", "H", "H", "H", "H"], "xyz": [[-2.78698, -0.39093, 0.71174], [-2.00697, -1.53013, 0.21493], [-1.90782, 0.74800, 1.04756], [-0.69029, -1.54586, -0.10128], [-0.61929, 0.76941, 0.65553], [0.08329, -0.35847, 0.15549], [3.74212, 1.07676, -0.93417], [2.48985, 1.17588, -0.49386], [2.23577, -1.60149, -0.93161], [1.67155, -0.36220, -0.39825], [-3.90612, 0.21732, -0.68454], [-3.48769, -0.55542, 1.41472], [-2.66874, -2.46468, 0.04025], [-2.46091, 1.53122, 1.44665], [-0.10244, -2.41124, -0.63522], [-0.13629, 1.61604, 0.89763], [4.49504, 1.91455, -1.13894], [3.98989, 0.11324, -1.12292], [2.06602, 2.05799, -0.14370]], "atomic_forces_ev_per_a": [[2.9, 1.3, -2.6], [-1.0, -3.2, -0.8], [0.6, -1.7, -1.4], [0.2, -1.4, -0.6], [-2.3, -1.3, 1.0], [1.0, 0.0, -1.2], [0.2, 3.4, 0.0], [1.4, -0.7, -0.1], [1.0, -0.2, -0.3], [-2.6, -0.1, 0.7], [0.0, -0.1, 0.0], [-2.2, -1.0, 2.4], [1.4, 1.5, 0.1], [-0.2, 1.8, 0.8], [-1.7, 1.5, 1.4], [2.0, 2.9, 0.6], [-1.4, -1.3, 0.5], [1.6, -2.7, -1.0], [-1.0, 1.4, 0.4]], "nbo_charge": [-0.19, -0.21, -0.19, -0.19, -0.18, -0.61, -0.26, -0.64, -1.01, 1.86, -0.16, 0.22, 0.22, 0.21, 0.26, 0.20, 0.22, 0.20, 0.25]}

***

What did the sixth record say?
{"formula": "C8H8ClOP", "method": "wB97M-V/def2-TZVPD", "homo_lumo_gap_ev": [6.75, 6.75], "spin_multiplicity": 1, "total_charge": 0, "max_force_ev_per_a": 4.066, "e_homo_ev": [-7.8, -7.8], "species": ["C", "C", "C", "C", "C", "C", "C", "C", "O", "P", "Cl", "H", "H", "H", "H", "H", "H", "H", "H"], "xyz": [[-2.78698, -0.39093, 0.71174], [-2.00697, -1.53013, 0.21493], [-1.90782, 0.74800, 1.04756], [-0.69029, -1.54586, -0.10128], [-0.61929, 0.76941, 0.65553], [0.08329, -0.35847, 0.15549], [3.74212, 1.07676, -0.93417], [2.48985, 1.17588, -0.49386], [2.23577, -1.60149, -0.93161], [1.67155, -0.36220, -0.39825], [-3.90612, 0.21732, -0.68454], [-3.48769, -0.55542, 1.41472], [-2.66874, -2.46468, 0.04025], [-2.46091, 1.53122, 1.44665], [-0.10244, -2.41124, -0.63522], [-0.13629, 1.61604, 0.89763], [4.49504, 1.91455, -1.13894], [3.98989, 0.11324, -1.12292], [2.06602, 2.05799, -0.14370]], "atomic_forces_ev_per_a": [[2.9, 1.3, -2.6], [-1.0, -3.2, -0.8], [0.6, -1.7, -1.4], [0.2, -1.4, -0.6], [-2.3, -1.3, 1.0], [1.0, 0.0, -1.2], [0.2, 3.4, 0.0], [1.4, -0.7, -0.1], [1.0, -0.2, -0.3], [-2.6, -0.1, 0.7], [0.0, -0.1, 0.0], [-2.2, -1.0, 2.4], [1.4, 1.5, 0.1], [-0.2, 1.8, 0.8], [-1.7, 1.5, 1.4], [2.0, 2.9, 0.6], [-1.4, -1.3, 0.5], [1.6, -2.7, -1.0], [-1.0, 1.4, 0.4]], "nbo_charge": [-0.19, -0.21, -0.19, -0.19, -0.18, -0.61, -0.26, -0.64, -1.01, 1.86, -0.16, 0.22, 0.22, 0.21, 0.26, 0.20, 0.22, 0.20, 0.25]}